Record 1
94
Properties=species:S:1:pos:R:3:forces:R:3:lowdin_charge:R:1 method="wB97M-V/def2-TZVPD" charge=+3 e_lumo_ev=-8.37 homo_lumo_gap_ev=7.94
H -2.217703 -2.178466 4.009768 0.0 0.0 0.0 0.0988
H 2.762797 -0.726255 3.635177 0.0 0.0 0.0 0.0693
H -1.854675 -1.037921 5.300507 0.0 0.0 0.0 0.1057
H 2.917338 0.034744 5.225165 0.0 0.0 0.0 0.1185
H -3.348410 2.201191 -3.283711 0.0 0.0 0.0 0.1281
C 0.459257 1.741562 -3.262737 0.0 0.0 0.0 -0.2243
H 1.105847 -6.067864 0.416257 0.0 0.0 0.0 0.1103
P -1.815703 -0.380843 0.870016 0.0 -0.1 -0.1 0.4591
C -2.277403 2.060733 -3.304002 0.0 0.0 0.0 -0.0039
C -0.189950 1.917927 -4.475493 0.0 0.0 0.0 0.0337
C 1.688010 4.909694 1.659190 0.0 0.0 0.0 0.0455
C -2.611471 -0.107976 3.532009 0.0 0.0 0.0 -0.3637
O -0.992766 0.871746 0.725171 0.1 0.1 0.3 -0.3820
C 2.368925 1.503405 -1.751279 0.0 -0.1 0.0 -0.2531
N 1.072982 3.182059 0.133279 0.0 0.0 0.0 -0.0162
H 0.518613 4.110120 3.975417 0.0 0.0 0.0 0.1486
C -0.493161 -2.971565 -2.961626 0.0 0.0 0.0 -0.3526
N -0.261065 1.709133 -2.116153 0.0 0.0 0.0 -0.0597
C 1.375943 5.436063 -0.637688 0.0 0.0 0.0 0.0174
C -2.042163 1.279746 3.703443 0.0 0.0 0.0 -0.0325
H 2.510313 1.895556 -5.118270 0.0 0.0 0.0 0.1225
H 2.878676 -3.163117 2.041492 0.0 0.0 0.0 0.0834
H 1.362788 6.120225 -1.473698 0.0 0.0 0.0 0.1378
C -3.838071 -2.733046 -0.021169 0.0 0.0 0.0 -0.0295
N 1.250003 2.707457 2.485770 0.0 0.0 0.0 0.0231
C 0.796830 -5.091020 0.044185 0.0 0.0 0.0 -0.0272
C 1.341927 3.598519 1.384269 -0.1 0.0 0.0 -0.1992
O 0.713178 -0.657097 -1.132619 0.0 0.1 -0.1 -0.3957
H 4.912572 1.854781 -4.615778 0.0 0.0 0.0 0.1270
H 0.001056 -1.609725 1.787617 0.0 0.0 0.0 0.0584
H 1.440276 -3.948929 -2.875120 0.0 0.0 0.0 0.0844
H -1.231313 -2.711441 1.143654 0.0 0.0 0.0 0.0889
H 1.513608 -2.202070 -3.200515 0.0 0.0 0.0 0.0855
H -2.225490 -1.718861 -3.242364 0.0 0.0 0.0 0.0809
H 0.979926 -3.325012 -4.453322 0.0 0.0 0.0 0.1077
H -5.122896 -0.536111 1.081504 0.0 0.0 0.0 0.0839
H -5.167577 0.459297 -0.390032 0.0 0.0 0.0 0.0918
S 2.239440 0.447180 1.259501 0.0 0.0 0.0 0.8255
O -2.727867 -0.544528 -0.370027 0.1 0.0 0.0 -0.1743
H -3.754671 -2.725972 1.067347 0.0 0.0 0.0 0.0871
H 1.385281 -0.744097 4.766115 0.0 0.0 0.0 0.0961
C -3.982069 -1.333401 -0.570638 0.0 0.0 0.0 -0.3680
C -1.564726 2.077074 -4.496303 0.0 0.0 0.0 0.0070
C -1.812798 -1.189546 4.221832 0.0 0.0 0.0 -0.0230
H -2.617820 2.015298 3.143046 0.0 0.0 0.0 0.1020
H 4.080111 1.399750 -0.446556 0.0 0.0 0.0 0.0691
H 0.377142 1.942321 -5.394394 0.0 0.0 0.0 0.1282
C 2.235456 -0.169455 4.403489 0.0 0.0 0.0 0.0290
H -1.033995 -3.904061 -3.109794 0.0 0.0 0.0 0.1547
C -0.682648 -1.786480 0.954100 0.0 0.0 0.0 -0.2019
H 5.687865 1.632774 -2.279638 0.0 0.0 0.0 0.1260
C 1.728581 1.439149 2.559652 0.0 0.0 0.0 -0.5992
H 1.202081 -3.674943 2.381740 0.0 0.0 0.0 0.0791
H -2.077889 1.547975 4.759554 0.0 0.0 0.0 0.1057
C 3.715364 1.501943 -1.458124 0.0 0.0 0.0 -0.0910
C 4.195071 1.759251 -3.812800 0.0 0.0 0.0 -0.0278
O -2.749154 -0.434159 2.100787 -0.1 0.0 0.0 -0.1539
H -2.984666 -3.248900 -0.462426 0.0 0.0 0.0 0.0747
C 1.885732 -4.098909 0.375507 0.0 0.0 0.0 -0.3619
H -0.762875 -1.158769 3.915612 0.0 0.0 0.0 0.0562
C 1.702626 5.847391 0.642096 0.0 0.0 0.0 0.0283
O -0.611460 -2.783462 -1.483361 0.0 0.0 0.0 -0.1734
N 1.770894 1.105001 3.850749 0.0 0.0 0.0 -0.0829
C -5.149391 -0.560490 -0.006906 0.0 0.0 0.0 -0.0235
H 1.965043 5.186866 2.665385 0.0 0.0 0.0 0.1333
C 0.958475 3.148578 3.781977 0.1 0.0 0.0 -0.0032
H 1.232428 2.093925 5.691497 0.0 0.0 0.0 0.1555
H -0.668257 -0.891784 -3.479962 0.0 0.0 0.0 0.0661
C 2.126180 -3.929436 1.857032 0.0 0.0 0.0 -0.0304
H -2.083109 1.840925 -1.165938 0.0 0.0 0.1 0.1066
Pt 0.858586 1.228014 -0.448376 -0.1 0.1 -0.1 1.3045
H -1.276388 -2.020751 -4.701497 0.0 0.0 0.0 0.1074
O 1.619053 -2.745826 -0.196642 0.0 0.0 0.0 -0.1651
C 4.629234 1.634141 -2.502795 0.0 0.0 0.0 -0.0288
C 0.950245 -3.119594 -3.383247 0.0 0.0 0.0 -0.0252
H -0.148296 -4.840799 0.531329 0.0 0.0 0.0 0.0854
C 1.908206 1.649239 -3.065273 0.0 0.0 0.0 -0.1907
H -3.644698 -0.134445 3.872401 0.0 0.0 0.0 0.1576
H 0.885803 3.753286 -1.845369 0.0 0.0 0.0 0.1122
H -1.004871 1.313107 3.365062 -0.1 0.0 0.0 0.0451
H 1.973815 6.873576 0.850847 0.0 0.0 0.0 0.1426
H -6.073855 -1.050301 -0.313348 0.0 0.0 0.0 0.1056
H -2.076920 2.226586 -5.437696 0.0 0.0 0.0 0.1352
H 0.632504 -5.181563 -1.027642 0.0 0.0 0.0 0.0806
P 0.311567 -1.996955 -0.529807 0.0 -0.1 0.0 0.4727
C -1.213222 -1.825202 -3.630805 0.0 0.0 0.0 -0.0170
C 2.838178 1.775273 -4.094247 0.0 0.0 0.0 0.0117
C -1.591990 1.868051 -2.124494 0.1 0.0 0.0 -0.0782
H -4.734717 -3.299788 -0.271446 0.0 0.0 0.0 0.1090
C 1.296850 2.158086 4.618792 0.0 0.0 0.0 0.0088
H 2.491426 -4.868838 2.271596 0.0 0.0 0.0 0.1058
C 1.094033 4.106724 -0.850337 0.0 0.0 -0.1 -0.0579
H -4.040567 -1.363663 -1.657463 0.0 0.0 0.0 0.1375
H 2.810602 -4.372009 -0.128005 0.0 0.0 0.0 0.1550

Record 2
91
Properties=species:S:1:pos:R:3:forces:R:3:lowdin_charge:R:1 method="wB97M-V/def2-TZVPD" charge=-1 e_lumo_ev=2.62 homo_lumo_gap_ev=7.41
C 2.562329 -7.047136 -0.826733 0.0 0.0 0.0 -0.0953
H -3.526331 3.794617 -3.880269 0.0 0.0 0.0 0.0164
H -2.001505 3.492452 6.134675 0.0 0.0 0.0 0.0962
C 0.584760 2.468815 -5.395616 0.0 0.0 0.0 -0.1083
H -1.382927 -2.728011 2.225139 0.0 0.0 0.0 0.0557
C -3.125954 2.783825 -3.779445 0.0 0.0 0.0 -0.3264
H -3.100405 3.494744 0.073502 0.0 0.0 0.0 -0.0170
H -1.627134 4.119582 3.809500 0.0 0.0 0.0 0.0752
H 4.556207 -4.984019 1.739438 0.0 0.0 0.0 0.1091
C -0.157763 1.968838 -6.457126 0.0 0.0 0.0 -0.1094
H 1.380701 -1.544912 -3.534142 0.0 0.0 0.0 0.1419
H 2.665367 -3.414548 1.900866 0.0 0.0 0.0 0.0794
N 0.770499 -2.037216 -1.730959 0.1 -0.1 0.0 -0.1052
As -2.142437 2.559119 -2.090457 0.0 0.1 0.0 1.0941
H -2.642223 -1.772105 -1.152076 0.0 0.0 0.0 0.0753
H -0.467656 4.344525 -1.393821 0.0 0.0 0.0 -0.0181
C -0.003779 0.534777 -4.077177 0.0 0.0 0.0 -0.1312
H -1.873403 -0.279242 2.811867 0.0 0.0 0.0 0.0546
H 1.997422 4.040943 0.654810 0.0 0.0 0.0 0.0223
H -0.389284 4.061808 -3.137713 0.0 0.0 0.0 -0.0013
C -0.693592 4.840728 1.616848 0.0 0.0 0.0 -0.3505
Ti 0.906990 -0.659110 -0.114233 -0.3 0.1 0.2 0.4937
H -3.991762 -1.329691 -0.087222 0.0 0.0 0.0 0.0755
H 1.182788 -5.404681 -0.841339 0.0 0.0 0.0 0.1076
C 0.230613 1.284906 3.860934 0.1 0.0 0.0 -0.4127
H -0.231556 5.335896 2.471532 0.0 0.0 0.0 0.0243
C 3.049439 0.390898 3.577468 0.0 0.0 0.0 -0.3166
C -2.506669 -0.218914 1.925274 0.0 0.0 0.0 -0.0570
H -2.444758 2.578009 -4.606521 0.0 0.0 0.0 -0.0018
N 0.503611 -1.608274 -3.014691 0.0 0.0 0.0 0.0278
C 1.779788 -2.751630 0.117156 0.0 0.0 0.0 -0.1930
Br 3.466094 0.305795 -0.037007 0.0 0.0 0.0 -0.1067
H 0.485622 0.064881 5.610543 0.0 0.0 0.0 0.0859
C 0.655217 1.746463 -4.211021 0.0 0.0 0.0 -0.0495
H -2.938064 -0.070246 -0.776290 0.0 0.0 0.0 0.0347
H -0.228862 2.528749 -7.382009 0.0 0.0 0.0 0.0945
H 2.965292 0.340060 4.663776 0.0 0.0 0.0 0.0181
C 3.729640 -7.569025 -0.287187 0.0 0.0 0.0 -0.1147
C 0.873420 -1.611019 3.641908 0.0 0.0 -0.1 -0.2909
H -1.700898 5.059307 -2.462590 0.0 0.0 0.0 0.0213
C -1.063723 4.189313 -2.292069 0.0 0.0 0.0 -0.3191
H 2.220685 -3.521737 -2.007033 0.0 0.1 0.0 0.1324
N -0.686659 -0.854245 0.434446 0.2 0.0 0.1 -0.1313
H -3.943415 2.063229 -3.820745 0.0 0.0 0.0 0.0155
H 3.742094 -0.363051 3.206183 0.0 0.0 0.0 0.0124
H 2.394280 2.489755 1.370807 0.0 0.0 0.0 -0.0792
C -2.047998 -2.624893 1.366682 0.0 0.0 0.0 -0.0530
H -0.912473 1.454468 7.062206 0.0 0.0 0.0 0.0961
C -0.806087 0.746992 -6.347669 0.0 0.0 0.0 -0.0338
C 1.795300 3.389154 1.506191 0.0 0.0 0.0 -0.3333
H 1.209934 2.102096 -3.350801 0.0 0.0 0.0 0.1179
As 1.309656 0.072827 2.741165 0.0 0.0 0.0 1.1081
H -0.199450 -1.656691 3.819374 0.0 0.0 0.0 0.0138
C -0.718137 0.024105 -5.164219 0.0 0.0 0.0 -0.2823
C -0.763806 1.738490 6.027539 0.0 0.0 0.0 -0.0970
C 2.115568 -5.789570 -0.447842 0.0 0.0 0.0 -0.0523
C 3.994324 -5.565887 1.017648 0.0 0.0 0.0 -0.0479
C 0.027142 0.956397 5.199739 0.0 0.0 0.0 -0.1259
C -0.346829 2.451644 3.347796 0.0 0.1 0.0 -0.4273
C -2.962967 -1.082293 -0.368414 0.0 0.0 0.0 -0.0658
As -0.117296 2.960704 1.457568 0.0 0.0 0.0 1.1460
C 2.833253 -5.015653 0.467492 0.0 0.0 0.0 -0.2232
C -1.150505 3.224471 4.186880 0.0 0.0 0.0 -0.1232
H 5.350931 -7.221654 1.076015 0.0 0.0 0.0 0.0944
H 1.411743 -1.723058 4.582998 0.0 0.0 0.0 0.0231
C -3.516894 3.356171 -0.924631 0.0 0.0 0.0 -0.3451
O 0.740323 0.382805 -1.783419 -0.1 0.0 -0.2 -0.3398
H 1.987751 -7.628653 -1.537610 0.0 0.0 0.0 0.0964
H 4.076430 -8.552090 -0.580140 0.0 0.0 0.0 0.0911
H -1.377755 0.333826 -7.168903 0.0 0.0 0.0 0.1100
H -0.996647 -1.664683 -4.330444 0.0 0.0 0.0 0.0767
C -0.001716 -0.204344 -2.759553 0.1 0.0 0.0 -0.4730
C -1.366577 2.874279 5.511465 0.0 0.0 0.0 -0.0981
H 1.099339 3.417108 -5.487816 0.0 0.0 0.0 0.0952
H -1.695220 -3.306803 0.590598 0.0 0.0 0.0 0.0774
H -3.059254 -2.919487 1.664290 0.0 0.0 0.0 0.0758
H -4.361791 2.670419 -0.849284 0.0 0.0 0.0 0.0115
H -1.045285 -0.351924 -2.436082 0.0 0.0 0.0 0.1087
C 4.441770 -6.822213 0.642913 0.0 0.0 0.0 -0.1021
C -2.022155 -1.184985 0.838203 0.0 0.0 0.0 -0.7100
C 2.398458 -3.664536 0.873943 0.0 0.0 0.1 -0.1169
C 1.612774 -2.910073 -1.329820 0.0 0.1 0.1 -0.1603
H -3.863670 4.316509 -1.311014 0.0 0.0 0.0 0.0144
H -0.380069 5.348928 0.704766 0.0 0.0 0.0 0.0058
H 3.421250 1.368142 3.275029 0.0 0.0 0.0 0.0097
H 2.055504 3.904102 2.431484 0.0 0.0 0.0 0.0302
H 1.139670 -2.419991 2.963331 0.0 0.0 0.0 -0.0071
H -3.535081 -0.445479 2.223336 0.0 0.0 0.0 0.0789
H -1.778448 4.916135 1.687185 0.0 0.0 0.0 0.0082
H -2.467090 0.807443 1.553615 0.0 0.0 0.0 0.0551
O -1.359998 -1.175510 -5.092951 0.0 0.0 0.0 0.0435

We obtain total energy values of -3155.77428 -11731.89450 hartree for the records listed above, in that order.
We obtain relative energy (zero: lowest compared OMol25 entry of this formula, charge and spin) values of 0.00 57.31 kJ/mol for the records listed above, in that order.
We obtain highest occupied orbital energy values of -16.32 -4.80 eV for the records listed above, in that order.